Entry 1:
Density functional theory data (ωB97M-V/def2-TZVPD) for C20H16N2O10SW as an isolated structure.

Values from the calculation:
Highest occupied orbital energy ... -14.72 eV
DFT total energy ... -57097.7978 eV
Net charge ... +2
HOMO-LUMO gap ... 0.22629 hartree
LUMO ... -8.6 eV

Each line ends with the Löwdin charge.
Element x y z (Å)
H -3.46 -0.85 -6.49  0.1213
O 0.06 1.70 -1.04  -0.3238
C -2.46 -0.96 -1.47  -0.5983
O 3.07 0.52 -0.55  0.1869
O -1.34 5.98 2.17  0.2995
O -1.62 0.37 0.72  -0.7892
H -2.83 -2.28 -2.96  0.1274
C 2.31 -1.73 1.34  -0.0593
C 2.79 0.64 0.61  -0.4942
H 2.45 1.02 3.29  0.1623
O -0.61 1.37 4.12  0.2784
O 1.89 1.60 1.03  -0.2082
C 2.37 -0.02 3.00  -0.2244
C -2.66 -0.56 -5.83  -0.0426
H 2.49 -0.63 5.09  0.1280
C -0.55 2.47 1.90  -0.1975
C -0.73 3.69 1.52  0.0568
C 1.20 -1.75 2.42  -0.2219
H 4.15 -0.54 1.78  0.1786
H -2.92 -2.93 -1.35  0.1306
H 2.27 -3.18 3.68  0.1345
C -1.84 -0.07 -3.64  -0.2295
H 2.98 -2.59 1.41  0.1765
C 2.70 -1.03 4.10  -0.0611
O 0.98 -0.33 2.64  -0.1545
O 1.79 -2.51 -0.91  0.2475
O -2.27 4.12 4.71  0.3387
C 1.64 -1.78 -0.01  -0.4121
C 1.76 -2.21 3.75  -0.0683
H 0.20 0.58 -3.48  0.1119
H 0.58 0.44 -5.92  0.1218
H 0.27 -2.21 2.11  0.1664
C -0.59 0.26 -4.15  -0.0008
C 3.07 -0.39 1.69  -0.0603
H 3.75 -1.30 4.07  0.1334
C -1.58 3.71 3.94  0.0784
C -0.79 2.18 3.33  -0.2443
N -2.06 0.04 -2.22  0.1148
C -1.11 4.87 2.06  -0.1804
H -1.24 -0.31 -7.42  0.1214
W 0.18 0.92 0.44  1.8716
N -2.80 -2.13 -1.96  0.1843
H 0.96 -2.31 4.47  0.1303
H -1.79 0.91 -1.78  0.1184
H -3.88 -0.63 -4.06  0.1289
C -2.88 -0.46 -4.47  -0.0399
O 0.56 -0.83 -0.05  -0.2502
C -1.41 -0.24 -6.35  -0.0414
S -2.67 -0.81 0.28  1.0922
C -0.39 0.18 -5.51  -0.0382

---

Entry 2:
Density functional theory data (ωB97M-V/def2-TZVPD) for C20H16N3O8Rh as an isolated structure.

Values from the calculation:
Highest occupied orbital energy ... -7.98 eV
DFT total energy ... -44856.8727 eV
Net charge ... 0
HOMO-LUMO gap ... 0.20331 hartree
LUMO ... -2.5 eV

Each line ends with the Löwdin charge.
Element x y z (Å)
C 0.17 -2.02 3.01  -0.2602
H 0.30 -3.90 -0.61  0.0950
C -5.92 1.09 1.03  -0.7013
C 2.57 1.87 -0.45  -0.1405
O -2.60 -1.03 -2.64  0.1313
H 1.81 -3.01 -0.71  0.0938
O -6.64 1.06 0.03  -0.0053
H -1.02 -1.96 4.78  0.0950
C -4.41 1.01 0.71  -0.0562
C 0.74 -2.90 -0.54  -0.0023
C -3.48 1.61 1.57  0.0296
C 3.17 1.48 -3.11  -0.1960
H 0.62 -1.35 4.98  0.0914
N 0.17 -1.05 1.02  -0.0589
N 0.01 -0.87 2.34  0.0923
H 3.84 3.51 -3.14  0.1316
H 0.66 -4.03 2.24  0.1248
O 1.02 1.46 1.31  -0.1780
H 0.31 -2.28 -1.32  0.0594
H 0.34 -3.09 4.83  0.0879
O 2.54 -0.67 -3.13  0.0590
H -0.14 0.06 2.71  0.1542
H -4.63 -0.08 -1.13  0.1427
C 3.42 2.71 -2.55  0.0565
C 0.47 -2.34 0.82  -0.2699
O -0.63 -0.40 -1.79  -0.1825
O 3.40 1.06 -4.39  0.0539
N -1.71 0.81 0.23  -0.0487
C 0.47 -2.98 2.06  0.0430
H 3.27 3.85 -0.72  0.1299
H 3.72 -0.93 -4.81  0.1430
C 2.92 -0.28 -4.46  -0.0850
H -3.83 2.12 2.45  0.1273
C 2.12 2.12 0.97  -0.5675
O -6.15 1.16 2.25  -0.0194
C -2.14 1.51 1.29  -0.0827
H 2.10 -0.29 -0.44  0.1224
C 0.02 -2.11 4.49  0.0019
C -3.94 0.35 -0.42  0.0905
Rh 0.17 0.46 -0.21  1.2692
H 2.04 -0.32 -5.11  0.1467
C -2.59 0.24 -0.62  -0.1492
O 2.69 2.89 1.70  0.1101
C 2.33 0.60 -1.04  -0.0541
C -1.96 -0.45 -1.81  -0.5361
H -1.37 1.98 1.90  0.1118
C 2.64 0.44 -2.37  -0.2056
C 3.11 2.89 -1.20  0.0051

---

Entry 3:
Density functional theory data (ωB97M-V/def2-TZVPD) for a single C20H16N4O3S2 molecule at a distorted geometry.

Values from the calculation:
Highest occupied orbital energy ... -8.06 eV
DFT total energy ... -54773.1984 eV
SMILES string ... CC(=O)c1ccc(Nc2nc3ccccc3nc2NS(=O)(=O)c2cccs2)cc1
Net charge ... 0
HOMO-LUMO gap ... 0.28705 hartree
LUMO ... -0.2 eV

Each line ends with the Löwdin charge.
Element x y z (Å)
H 0.02 2.10 0.80  0.0911
O 4.57 3.64 0.96  0.0780
H 2.49 -4.49 -1.98  0.1076
H -6.96 2.49 0.26  0.1015
C -5.92 2.22 0.23  -0.0845
S -1.32 -2.97 0.85  0.6132
C 2.02 -4.06 -1.12  -0.1705
C -4.19 0.59 -0.08  -0.2112
H 3.75 -3.64 0.15  0.0716
N -0.24 -0.29 -0.40  0.1273
C -1.54 0.06 -0.19  -0.2320
C 0.92 0.44 -0.20  -0.2129
C 3.35 1.78 0.19  -0.1657
C -5.55 0.93 -0.05  -0.0200
H -2.86 3.64 0.64  0.1122
H -6.27 0.16 -0.25  0.1112
H 2.17 3.28 1.14  0.1197
O -1.96 -4.22 1.12  -0.2657
N -3.81 -0.70 -0.30  0.2023
C 0.63 -3.88 -1.00  -0.1443
C 5.89 1.90 0.02  -0.0202
H 2.11 -1.06 -1.18  0.0993
H 6.72 2.55 0.29  0.0827
S 1.65 -2.99 1.19  1.0771
O -1.18 -1.99 1.88  -0.2680
N -2.13 -2.29 -0.49  -0.0257
C -4.95 3.20 0.48  -0.0807
C 2.12 -0.11 -0.66  -0.0343
C -2.54 -0.96 -0.33  -0.2956
H -5.27 4.21 0.71  0.1029
C 2.69 -3.62 -0.02  -0.3839
C 2.14 2.32 0.64  0.0032
H 6.02 0.94 0.51  0.0843
H -0.11 -1.23 -0.76  0.1008
H 5.90 1.75 -1.06  0.0853
H 4.22 0.09 -0.83  0.1068
C 3.32 0.55 -0.46  -0.0259
C -3.20 1.59 0.16  -0.2039
H -2.93 -2.88 -0.72  0.1215
C 0.94 1.67 0.45  0.0069
C 0.29 -3.30 0.19  -0.6417
C 4.59 2.54 0.44  -0.4124
C -3.61 2.90 0.45  -0.0151
H -0.10 -4.16 -1.74  0.1191
N -1.88 1.30 0.08  0.1886

---

Entry 4:
Density functional theory data (ωB97M-V/def2-TZVPD) for C20H16N6O3PdS as an isolated structure.

Values from the calculation:
Highest occupied orbital energy (spin up / spin down) ... -7.23 / -8.52 eV
DFT total energy ... -50391.9224 eV
Net charge ... 0
HOMO-LUMO gap (spin up / spin down) ... 0.25595 / 0.23877 hartree
LUMO (spin up / spin down) ... -0.3 / -2.0 eV
2S+1 ... 3

Each line ends with the Löwdin charge.
Element x y z (Å)
C 2.09 1.00 -0.97  -0.8351
O -1.60 -0.83 1.41  -0.0488
H 1.39 5.37 3.48  0.1028
C -3.59 2.31 -1.44  -0.0726
C -1.13 3.29 -0.57  -0.0188
C -0.14 -5.44 -0.33  -0.2036
N 3.36 1.57 -1.02  0.0213
C 2.42 5.54 1.60  -0.0842
N -0.02 -2.87 -0.55  0.0734
C -0.09 -7.40 1.05  -0.0626
C 1.80 4.84 2.63  -0.0864
Pd -0.16 -0.90 -0.76  0.7365
H 2.48 6.62 1.63  0.1045
H 2.24 1.68 1.49  0.1103
N 1.02 1.77 -0.98  -0.0067
C -2.25 4.11 -0.59  -0.0820
C -0.30 -8.18 -0.08  -0.0637
C -0.01 -6.03 0.93  -0.0192
N -2.52 -1.23 0.70  -0.5688
C 2.95 4.86 0.52  -0.0318
N 3.43 2.84 -0.66  0.0216
H 0.01 -7.87 2.02  0.1106
H -2.15 5.14 -0.25  0.1020
H 4.15 3.35 -1.15  0.1492
H 1.28 2.90 3.39  0.1102
H 0.14 -5.40 1.80  0.1256
H 3.41 5.40 -0.30  0.1132
O -3.62 -1.55 1.10  0.0473
H -4.35 4.28 -1.02  0.1007
S 2.07 -0.70 -0.99  0.6754
O -2.28 -1.33 -0.58  -0.2121
H -0.36 -9.26 0.01  0.1096
C -2.48 1.48 -1.43  -0.0315
H -0.60 -8.21 -2.21  0.1102
H -0.46 -5.74 -2.43  0.1241
C -0.43 -7.60 -1.33  -0.0637
C -0.35 -6.22 -1.46  -0.0210
C -3.48 3.63 -1.02  -0.0878
C -1.25 1.96 -0.99  -0.2471
H -4.54 1.93 -1.78  0.1066
C 2.86 3.47 0.46  -0.2411
N -0.13 1.10 -0.99  -0.1096
C 2.27 2.76 1.51  -0.0247
H -0.18 3.66 -0.23  0.0938
C -0.06 -4.01 -0.45  -0.0437
C 1.74 3.46 2.58  -0.0676
H -2.57 0.46 -1.76  0.0853